Computed, not measured: a structure of composition C37H57Cl3N4O6P2RuS2, with ωB97M-V/def2-TZVPD.

Summary:
* 2S+1: 2
* ⟨S²⟩: 0.9774
* E: -5069.11524 a.u.
* net charge: +1
* LUMO (alpha / beta): -0.0744 / -0.0927 Eh
* largest force on an atom: 0.011 hartree/bohr

Geometry as XYZ:
```
112
Properties=species:S:1:pos:R:3:lowdin_charge:R:1
Ru -0.81826 -0.96387 -0.05006 0.784
Cl -1.44123 -6.40776 0.92035 0.641
Cl 1.11639 -5.90703 -0.36775 0.649
Cl -1.30684 -6.07600 -1.96254 0.654
S -0.29144 1.32467 0.06091 0.675
S -0.18952 -0.83036 -2.26534 0.682
P 2.38531 -1.05181 1.24207 0.450
P 0.08574 -1.35630 3.10670 0.467
O 3.38030 -2.22470 1.56966 -0.172
O 3.23424 0.16364 0.74439 -0.183
O 0.31182 -2.89964 3.07394 -0.164
O -0.28651 -1.01635 4.59147 -0.180
O 1.32568 -1.53811 0.33083 -0.387
O -0.94775 -0.92427 2.12740 -0.363
N -1.00047 3.05726 -1.86865 -0.102
N -2.49425 -0.48692 -0.43425 -0.112
N -0.98408 -3.02454 -0.08383 0.102
N -0.51309 1.24628 -3.91436 -0.121
C 1.65486 -0.50683 2.79929 -0.188
C 2.34046 5.64087 -0.85959 -0.076
C -3.85064 -2.48277 0.30859 -0.066
C -2.37735 0.04332 5.16906 -0.026
C -0.25254 6.41895 -1.45490 -0.047
C -4.15328 -0.16990 1.23211 -0.040
C -1.35175 3.40394 -3.23533 -0.101
C 1.06208 -3.68073 4.06545 -0.411
C 4.89202 -2.38953 3.45445 -0.033
C -0.60123 1.79566 -1.58020 -0.620
C 1.29552 4.74503 -0.71064 -0.038
C 5.59532 -2.98827 1.11175 -0.029
C -2.07329 0.55650 -5.65360 -0.218
C 2.09073 6.93330 -1.30739 -0.083
C -0.62147 -5.58114 -0.41397 -1.601
C -0.17398 0.77273 6.17745 -0.034
C -0.01036 5.12722 -1.00908 -0.212
C 1.65079 -4.85437 3.31701 -0.040
C 0.79431 7.32166 -1.60253 -0.075
C -0.70567 0.34962 -5.04746 -0.131
C 4.77514 -2.06163 1.98066 -0.421
C 0.12129 -4.10097 5.17327 -0.030
C -4.46681 0.57571 -5.37379 -0.072
C -3.78878 -0.98657 -0.01378 -0.699
C 4.05001 1.87270 -0.68408 -0.033
C -2.23326 0.94676 -6.97509 -0.046
C -3.20010 0.37314 -4.85359 -0.035
C -4.76780 -0.66398 -1.14873 -0.059
C 3.29250 0.56799 -0.67711 -0.413
C -4.62107 0.96386 -6.70038 -0.083
C -3.50494 1.14824 -7.49982 -0.077
C -0.45882 0.84104 -2.62153 -0.642
C -0.44269 2.66879 -4.19185 -0.104
C -1.12508 4.11805 -0.87709 -0.132
C -0.82326 -4.14331 -0.25285 -0.308
C -0.90107 0.27363 4.95092 -0.422
C 3.94747 -0.51202 -1.50725 -0.037
H 4.27312 -1.73398 4.06768 0.069
H 4.08289 2.27119 -1.69869 0.096
H 2.21921 -4.51736 2.45187 0.064
H 0.07931 0.52242 -5.78806 0.132
H 0.59421 8.32722 -1.94822 0.106
H -3.62024 1.45151 -8.53204 0.106
H 6.65358 -2.88104 1.35038 0.094
H -0.75021 0.95775 4.11108 0.136
H 3.93681 -0.20699 -2.55430 0.096
H -3.48621 -0.42273 2.05364 0.047
H 4.59795 -3.42362 3.63809 0.085
H 3.56592 2.60379 -0.03900 0.071
H -0.57519 1.74213 6.47308 0.093
H -1.26719 6.72704 -1.68157 0.114
H -5.18211 -0.39233 1.52021 0.093
H -4.73337 0.40018 -1.38253 0.079
H 5.45165 -2.76136 0.05639 0.075
H -2.39443 3.13157 -3.43377 0.140
H -0.29355 -3.23968 5.69124 0.072
H -4.06843 0.89872 1.02993 0.086
H -2.53368 -0.65361 5.99318 0.094
H -3.47041 -3.07231 -0.52612 0.066
H -0.76413 2.83935 -5.21808 0.131
H 3.35268 5.33826 -0.62237 0.100
H 5.07390 1.72412 -0.33771 0.091
H -3.27785 -2.71992 1.20637 0.069
H 2.30840 -5.41931 3.97888 0.095
H 1.41693 0.55660 2.70203 0.084
H -0.30761 0.07729 7.00646 0.092
H -4.88780 -2.77413 0.48326 0.088
H 4.98660 -0.65890 -1.20532 0.085
H 2.25506 0.71207 -0.98364 0.085
H 5.05839 -1.02392 1.79568 0.136
H -2.09548 4.60201 -1.01338 0.133
H 5.30416 -4.02472 1.28738 0.091
H -1.36031 1.09069 -7.60198 0.113
H -1.11888 3.65771 0.10864 0.074
H 0.85424 -5.51870 2.97921 0.067
H 2.33967 -0.63258 3.63797 0.075
H -5.61119 1.12152 -7.10706 0.105
H 0.58749 3.02547 -4.08135 0.140
H -5.33777 0.42866 -4.74791 0.104
H 5.92591 -2.26487 3.77652 0.094
H 3.40428 -1.45449 -1.43457 0.077
H -2.86219 0.98785 5.41756 0.096
H 1.85720 -3.04150 4.46186 0.133
H 0.66153 -4.71494 5.89482 0.095
H -5.78748 -0.93313 -0.86696 0.085
H -4.50150 -1.22237 -2.04866 0.076
H -3.07445 0.07464 -3.81724 0.101
H -2.84244 -0.35610 4.27004 0.066
H 0.89253 0.88732 5.98440 0.081
H -0.60296 -0.67135 -4.68813 0.071
H -1.24114 4.48134 -3.35782 0.128
H 2.90636 7.63484 -1.42162 0.105
H -0.69467 -4.69429 4.75905 0.095
H 1.47963 3.73616 -0.35819 0.082
```

=====

Computed, not measured: a structure of composition C37H57N4OPTeTi, with ωB97M-V/def2-TZVPD.

Summary:
* relative energy (zero: lowest compared OMol25 entry of this formula, charge and spin): 1.860 eV
* E: -3195.81636 a.u.
* net charge: +4
* LUMO: -0.4547 Eh
* largest force on an atom: 0.010 hartree/bohr

Geometry as XYZ:
```
102
Properties=species:S:1:pos:R:3:lowdin_charge:R:1
Te -3.61309 0.76494 0.92698 1.526
Ti -0.80083 0.39544 0.39068 1.010
P 2.62430 -1.99623 -3.97280 0.990
O -0.65069 2.13388 -0.59117 -0.175
N -1.64303 -0.05309 -1.56168 -0.047
N 4.90171 -3.02373 -5.28506 -0.067
N 3.07587 -2.28648 -6.71059 -0.146
N 2.86817 -4.34413 -5.46160 -0.146
C 0.54163 -0.85752 1.72552 -0.233
C -4.78547 1.97694 3.32844 -0.313
C 0.01164 1.26955 2.55079 -0.096
C 4.47508 -2.24533 -4.07358 -0.277
C -1.41965 1.46636 4.59845 -0.026
C 1.32057 0.09663 1.05115 -0.044
C -1.30740 3.40499 3.06227 -0.003
C -2.37008 -1.15063 -1.87485 -0.119
C 0.56126 -2.35835 1.57290 -0.543
C -3.21143 -1.20698 -2.96262 0.014
C 1.02785 1.41657 1.52833 -0.130
C 4.48898 -2.30933 -6.58684 -0.093
C -2.61197 1.05420 -3.45812 0.045
C -5.39961 2.48299 5.59559 -0.026
C -1.77246 1.03132 -2.36398 -0.253
C -4.98430 0.20344 4.94551 -0.015
C 4.27495 -4.43069 -5.29870 -0.095
C 3.19894 2.46149 2.01088 0.006
C 1.68143 -2.80016 0.63206 -0.025
C -5.12409 2.90879 4.30510 -0.010
C 2.53729 -3.64542 -6.70264 -0.137
C 1.42956 3.97787 1.12181 -0.015
C -4.56414 2.42904 1.91234 -0.326
C 2.42438 -1.41583 -5.73525 -0.331
C -3.34427 -0.08356 -3.76809 0.041
C -4.70836 0.62586 3.64986 -0.317
C -5.33364 1.13257 5.91404 -0.025
C -4.31775 -0.38549 2.59808 -0.337
C 2.18516 -3.78038 -4.29964 -0.332
C -0.51100 2.22363 3.62381 -0.499
C 1.97081 2.54361 1.07224 -0.497
C -0.79367 -2.75541 0.97660 -0.017
C 0.75391 -2.98608 2.95990 0.007
C 0.69799 2.72230 4.44171 -0.002
C -0.33002 -0.11705 2.57031 -0.057
C 2.50926 2.26414 -0.35245 -0.027
C -0.93937 2.22453 -2.01828 -0.055
H -2.69896 1.95203 -4.05644 0.149
H 1.60805 -2.32470 -0.35188 0.073
H -1.45738 3.16147 -2.21549 0.163
H 2.95203 3.17564 -0.75092 0.111
H 1.10778 -3.85599 -4.45906 0.092
H 2.82135 -0.40312 -5.83278 0.094
H -2.27389 1.00607 4.10119 0.062
H -5.15997 -0.95946 2.20996 0.080
H -0.82490 3.91007 2.23125 0.065
H -2.28858 -2.00186 -1.21594 0.105
H -0.07968 -2.76594 3.62837 0.097
H -1.82709 2.17531 5.31893 0.115
H 1.17493 4.29921 2.12567 0.079
H 0.54823 4.18681 0.49595 0.086
H -0.85851 -2.38172 -0.05566 0.055
H -3.54444 -1.07738 2.92932 0.056
H 0.82112 -4.06990 2.86111 0.112
H 4.83048 -2.78147 -3.19283 0.099
H 2.20587 4.64869 0.75596 0.115
H 2.95673 -4.19831 -7.54342 0.150
H 3.64873 1.46820 1.97896 0.105
H -3.76968 -2.11163 -3.15995 0.140
H 1.35980 1.90384 4.72998 0.110
H -5.66991 3.20625 6.35291 0.128
H 3.30068 1.51500 -0.34150 0.096
H -1.46033 4.14207 3.85108 0.120
H 1.67395 -2.63403 3.42705 0.111
H -0.87215 0.70849 5.16200 0.113
H -5.48633 2.51539 1.33388 0.081
H -4.92995 -0.84775 5.20141 0.131
H 3.94648 3.17918 1.67058 0.117
H 2.07253 -0.11423 0.30512 0.137
H -5.55126 0.80194 6.92052 0.128
H -1.06695 -0.55498 3.22549 0.127
H 4.91372 -1.30694 -6.55134 0.150
H 5.91929 -3.12134 -5.27685 0.189
H -4.01796 -0.08705 -4.61569 0.146
H 1.35986 -1.36358 -5.97136 0.092
H -0.89762 -3.83948 0.90749 0.126
H 4.54996 -4.91333 -4.36170 0.149
H 1.45614 -3.60858 -6.82162 0.142
H -3.99207 3.34505 1.79661 0.064
H 2.41808 -4.38111 -3.41760 0.092
H 0.32074 3.17530 5.35852 0.113
H 0.01198 2.21271 -2.55420 0.152
H -2.28864 3.06353 2.74483 0.038
H 4.94355 -2.87629 -7.39891 0.156
H 1.75481 1.92359 -1.06702 0.068
H 2.66226 -2.57987 1.05559 0.109
H 4.98062 -1.27942 -4.10608 0.100
H -1.64088 -2.39115 1.56951 0.093
H -0.08546 2.87245 -0.29129 0.090
H 4.73355 -4.95747 -6.13522 0.155
H 1.62318 -3.87822 0.48309 0.107
H 1.27698 3.48234 3.92570 0.069
H 2.95424 2.69533 3.04237 0.079
H -5.18956 3.96114 4.05699 0.132
```